1.
Entry from the Open Molecules 2025 dataset: a structure of composition C24H57B3N2O7 (ωB97M-V with the def2-TZVPD basis set).

Element x y z (Å)
C: 1.384 1.467 2.312
C: 1.026 2.487 1.215
C: -0.250 3.257 1.556
C: -0.907 3.923 0.347
C: -2.364 4.315 0.644
C: -3.272 3.130 0.331
C: -4.725 3.291 0.829
B: -4.820 2.611 2.226
O: -4.868 3.377 3.397
B: -3.967 2.900 4.333
O: -3.975 1.544 4.586
B: -3.867 0.851 3.368
C: -2.711 -0.191 3.215
C: -2.898 -1.345 2.226
C: -3.061 -0.959 0.756
C: -1.801 -0.273 0.183
C: -0.861 -1.214 -0.596
O: -4.772 1.228 2.380
H: 2.454 1.452 2.502
H: 0.876 1.726 3.241
H: 1.062 0.461 2.047
H: 0.901 1.977 0.261
H: 1.856 3.181 1.147
H: -0.023 4.034 2.290
H: -0.960 2.571 2.029
H: -0.933 3.185 -0.459
H: -0.314 4.776 0.020
H: -2.462 4.528 1.711
H: -2.663 5.193 0.074
H: -3.237 2.905 -0.734
H: -2.824 2.273 0.845
H: -5.400 2.795 0.132
H: -5.016 4.337 0.912
H: -3.143 3.623 4.799
H: -1.766 0.322 3.021
H: -2.586 -0.615 4.215
H: -1.999 -1.968 2.274
H: -3.722 -1.989 2.534
H: -3.962 -0.386 0.555
H: -3.167 -1.895 0.201
H: -2.145 0.490 -0.515
H: -1.271 0.235 0.987
H: -1.214 -2.241 -0.618
H: 0.136 -1.198 -0.154
H: -0.737 -0.844 -1.611
C: -0.168 -7.633 -2.967
O: -1.503 -8.095 -2.936
C: -1.891 -8.685 -1.702
C: -2.938 -7.844 -1.005
N: -2.371 -6.587 -0.536
C: -3.350 -5.627 -0.035
C: -4.358 -5.064 -1.030
O: -3.783 -4.234 -2.022
C: -3.277 -4.909 -3.159
H: 0.039 -7.309 -3.986
H: -0.008 -6.786 -2.291
H: 0.534 -8.431 -2.705
H: -1.023 -8.834 -1.053
H: -2.317 -9.667 -1.925
H: -3.325 -8.400 -0.147
H: -3.766 -7.696 -1.713
H: -1.855 -6.160 -1.293
H: -2.790 -4.784 0.378
H: -3.891 -6.088 0.798
H: -5.045 -4.423 -0.471
H: -4.972 -5.850 -1.486
H: -3.841 -5.819 -3.376
H: -2.218 -5.160 -3.048
H: -3.366 -4.231 -4.008
C: 8.997 3.702 -0.009
O: 8.136 4.733 -0.448
C: 7.962 4.792 -1.858
C: 6.541 4.444 -2.241
N: 6.261 3.037 -1.994
C: 4.858 2.662 -2.139
C: 3.853 3.270 -1.168
O: 4.012 2.842 0.171
C: 4.931 3.585 0.949
H: 9.136 3.830 1.062
H: 8.575 2.707 -0.192
H: 9.974 3.765 -0.498
H: 8.670 4.130 -2.365
H: 8.173 5.817 -2.175
H: 6.399 4.651 -3.306
H: 5.875 5.112 -1.677
H: 6.564 2.803 -1.058
H: 4.799 1.576 -2.036
H: 4.541 2.901 -3.159
H: 2.859 2.929 -1.472
H: 3.835 4.366 -1.216
H: 4.978 4.630 0.634
H: 5.937 3.156 0.916
H: 4.590 3.547 1.985

Summary:
Charge   0
DFT total energy   -1659.54830 a.u.
Frontier orbital gap   0.3468 hartree

Atom charges from the Mulliken analysis, given in e for atoms 1 to 8: -1.4221, -0.1814, 0.1944, -0.8660, -0.8174, 0.8112, -1.0069, 0.4261



2.
Entry from the Open Molecules 2025 dataset: the molecule H3PS2 (ωB97M-V with the def2-TZVPD basis set).

Element x y z (Å)
P: -0.293 0.593 -0.388
S: 1.665 -0.876 0.215
S: -1.784 -0.817 -0.117
H: -0.727 0.980 0.772
H: 2.713 -0.060 0.124
H: -2.041 -1.375 -1.388

Summary:
Charge   0
DFT total energy   -1139.38621 a.u.
Energy relative to the best compared isomer or geometry (same formula, charge and spin)   33.0 kcal/mol
2S+1   3
Frontier orbital gap (spin up / spin down)   0.2523 / 0.2299 hartree

In elementary charge units, the natural (NBO) charges are: 0.1947, -0.1223, -0.2819, -0.0563, 0.1098, 0.1561



3.
Entry from the Open Molecules 2025 dataset: the molecule C3H6ClN (ωB97M-V with the def2-TZVPD basis set).

Element x y z (Å)
C: -0.385 -0.852 -0.193
C: 0.701 -0.144 0.337
C: 1.360 0.955 -0.408
H: -0.589 -1.908 -0.081
H: -0.468 -0.751 -1.261
H: 0.687 -0.037 1.518
H: 1.607 1.571 0.528
H: 1.087 1.262 -1.323
H: 2.927 -0.528 0.006
N: 1.942 -0.279 -0.441
Cl: -1.700 0.153 0.311

Summary:
Charge   0
DFT total energy   -632.75103 a.u.
Structure (SMILES)   ClC[C@@H]1CN1
Energy relative to the best compared isomer or geometry (same formula, charge and spin)   47.5 kcal/mol
Frontier orbital gap   0.3999 hartree

Atom charges from the natural (NBO) analysis, given in e for atoms 1 to 8: -0.4021, -0.0994, -0.2367, 0.2271, 0.2218, 0.2059, 0.1852, 0.1999